Computed, not measured: a cluster of 7 separate species, H14O7 in total, with ωB97M-V/def2-TZVPD.

* E_tot: -14560.6839 eV
* HOMO level: -10.73 eV
* total charge: 0
* SMILES string: O.O.O.O.O.O.O
* Kohn-Sham gap: 11.2 eV

Structure (XYZ):
```
21
Properties=species:S:1:pos:R:3:forces:R:3
H 0.7928 -2.3989 2.2873 0.36 0.22 -0.04
O 1.2163 0.1277 -1.8248 0.62 -0.16 -0.64
O -0.5078 1.8366 0.9890 -1.71 0.55 0.66
H -0.5403 2.3882 -0.8810 0.66 -0.05 -1.21
H -1.1853 -1.0339 0.4083 -0.91 0.48 0.64
H 0.1108 -2.5201 -0.5945 -1.56 0.88 -0.47
O -0.3303 2.2448 -1.8585 -0.85 0.15 1.61
H 1.7055 0.2352 0.0616 -0.53 0.14 1.85
O -1.6882 -0.5042 1.1053 0.25 -1.10 0.18
H 0.8425 1.0358 -1.9069 -0.17 -0.08 0.08
O 0.3630 -1.9569 1.5546 -0.74 -2.00 0.35
O 1.4957 0.2253 1.0549 1.73 -0.49 -2.01
H -0.9375 2.2857 1.7467 0.62 0.10 -0.58
H -1.0486 1.6399 -2.0899 0.01 0.12 -0.32
H -1.1293 1.0463 0.9279 0.60 -0.22 0.05
H -1.4813 -1.0352 1.9246 -0.14 0.92 -1.34
H 1.7721 0.0096 -2.6144 -0.20 0.01 0.48
H 0.8361 0.9061 1.2128 -0.33 0.57 -0.16
H 0.8176 -1.1367 1.3036 0.78 0.66 0.38
O -0.6100 -1.9811 -1.0491 1.60 -0.93 0.56
H -0.0657 -1.3594 -1.5573 -0.10 0.22 -0.07
```
Forces are in eV/Å.

natural (NBO) atomic charge list, values in e, 2 entries: number 1, H, carries 0.475; number 2, O, carries -1.011